--- P ---
{
  "formula": "C2H6NP",
  "method": "the ωB97M-V functional and the def2-TZVPD basis",
  "elements": ["C", "C", "N", "P", "H", "H", "H", "H", "H", "H"],
  "positions_angstrom": [[-1.0304, 0.2043, 0.0061], [0.2640, -0.6032, -0.0039], [1.3698, 0.3042, -0.0091], [2.8847, -0.0459, 0.0036], [-1.0673, 0.8364, 0.8895], [-1.0780, 0.8410, -0.8734], [-1.8905, -0.4601, 0.0097], [0.2854, -1.2505, -0.8892], [0.2945, -1.2591, 0.8749], [3.3278, 1.3054, -0.0111]],
  "e_homo_ha": -0.32377,
  "homo_lumo_gap_ev": 8.61,
  "smiles": "[H]/P=N/CC"
}

--- Q ---
{
  "formula": "C2H6NP",
  "method": "the ωB97M-V functional and the def2-TZVPD basis",
  "elements": ["C", "C", "N", "P", "H", "H", "H", "H", "H", "H"],
  "positions_angstrom": [[-0.7951, -0.3111, 0.3071], [1.4355, 0.3691, 0.2853], [0.0471, 0.5434, -0.0318], [-2.4710, 0.1613, 0.1111], [-0.4110, -1.2496, 0.7719], [2.1373, 0.3507, -0.6462], [1.7280, -0.5371, 0.7032], [1.7516, 1.2750, 1.0144], [-2.6159, -0.6127, -1.2118], [-2.1880, 1.3048, -0.6749]],
  "e_homo_ha": -0.34202,
  "homo_lumo_gap_ev": 10.26,
  "smiles": "C/N=C/P"
}

Consider the structures shown above. The most stable of them is P.